C4H10N4 | ωB97M-V with the def2-TZVPD basis set

Values from the calculation:
frontier orbital gap	7.4774	eV
LUMO energy	0.85	eV
charge	0
multiplicity	1

Atoms and positions in Å:
N -0.3108 0.2017 0.1491
C 0.2435 0.4059 -1.2507
N -1.4299 -0.7124 0.1047
N -0.7094 1.4093 0.8085
N -0.4545 1.2465 -2.1206
C 1.4209 -0.1889 -1.1984
C 1.0781 -0.4230 0.7538
C 0.9810 -1.5477 1.5129
H -1.4893 -1.1201 1.0384
H -1.1409 -1.4685 -0.5146
H -1.6533 1.6069 0.4834
H -0.7577 1.1879 1.8011
H -1.4559 1.0912 -2.0992
H -0.2464 2.2292 -1.9941
H 2.1071 -0.1723 -2.0415
H 1.7102 0.3856 1.0901
H 0.3389 -2.3794 1.2511
H 1.7683 -1.7518 2.2259